Version a
20
Properties=species:S:1:pos:R:3:nbo_charge:R:1 method="wB97M-V/def2-TZVPD" lumo_energy_ev=0.73 smiles="CO[P@](=S)(CF)N(C)C"
C 1.651 1.387 -0.712 -0.293
O 1.736 -0.057 -0.782 -0.796
P 0.266 -0.726 -0.626 1.660
S 0.407 -2.535 -1.223 -0.536
C -0.895 0.421 -1.771 -0.258
F -0.273 0.984 -2.823 -0.354
N -0.316 -0.205 0.889 -0.770
C -1.730 -0.595 1.085 -0.440
C 0.680 -0.667 1.879 -0.424
H 2.568 1.591 -0.282 0.194
H 0.846 1.870 -0.120 0.203
H 1.681 1.936 -1.657 0.203
H -1.812 -0.112 -2.056 0.186
H -1.377 1.288 -1.319 0.175
H -1.710 -1.709 0.932 0.199
H -2.168 -0.556 2.114 0.227
H -2.185 -0.002 0.291 0.213
H 0.471 -0.106 2.706 0.205
H 0.524 -1.702 1.903 0.193
H 1.636 -0.507 1.573 0.214


Version b
20
Properties=species:S:1:pos:R:3:nbo_charge:R:1 method="wB97M-V/def2-TZVPD" lumo_energy_ev="-0.76 / -0.76"
C -1.914 -0.404 -0.869 -0.404
C -0.652 -2.070 0.370 -0.408
C 1.705 0.371 1.720 -0.260
C 0.113 2.475 -0.558 -0.061
N -0.682 -0.749 -0.132 -0.812
O 1.760 -0.260 0.456 -0.835
F 1.330 2.991 -0.324 -0.354
P 0.711 -0.114 -0.750 1.542
S 1.553 -1.084 -2.218 -0.515
H -1.843 0.662 -1.238 0.209
H -1.922 -1.104 -1.759 0.191
H -2.756 -0.561 -0.288 0.202
H -0.851 -2.773 -0.477 0.176
H 0.310 -2.326 0.723 0.218
H -1.383 -2.284 1.063 0.198
H 2.119 -0.350 2.444 0.202
H 0.814 0.929 1.976 0.193
H 2.337 1.202 1.639 0.190
H -0.039 2.486 -1.704 0.158
H -0.709 2.963 -0.076 0.169


Most stable = version a


Version a
17
Properties=species:S:1:pos:R:3:nbo_charge:R:1 method="wB97M-V/def2-TZVPD" lumo_energy_ev="-2.77 / -2.77"
C -3.258 -1.561 -0.107 0.162
C -4.382 1.033 0.046 0.068
C 0.943 0.087 -1.209 -0.260
C -0.394 -0.059 -1.757 -0.071
C 1.049 0.016 0.123 -0.070
C -1.431 0.039 -0.937 -0.088
C -0.003 -0.097 1.138 -0.481
C -1.315 0.383 0.531 -0.235
C -2.462 -0.464 -0.151 0.147
N -4.156 -2.261 -0.128 -0.161
N -5.168 1.846 0.185 -0.500
H 1.780 -0.070 -1.914 0.239
H -0.382 -0.678 -2.688 0.231
H 1.965 -0.349 0.669 0.222
H -0.052 -1.113 1.361 0.241
H 0.064 0.493 2.142 0.271
H -1.973 1.278 0.762 0.285


Version b
17
Properties=species:S:1:pos:R:3:nbo_charge:R:1 method="wB97M-V/def2-TZVPD" lumo_energy_ev=-0.55
C 0.735 1.020 1.170 -0.232
C -0.608 1.384 0.862 -0.217
C 1.291 -0.092 0.637 -0.153
C -1.304 0.754 -0.062 -0.191
C 0.624 -0.832 -0.363 -0.111
C -0.742 -0.436 -0.689 -0.061
C 1.042 -1.822 -1.152 -0.210
C -0.048 -2.282 -1.889 -0.060
C -1.221 -1.289 -1.657 -0.238
N 0.292 -3.320 -2.638 0.117
N 0.780 -4.287 -3.014 0.075
H 1.239 1.543 1.861 0.202
H -1.142 2.184 1.282 0.211
H 2.315 -0.340 1.017 0.209
H -2.403 1.107 -0.189 0.214
H 2.011 -2.144 -1.149 0.214
H -2.085 -1.378 -2.352 0.233


Most stable = version b


Version a
7
Properties=species:S:1:pos:R:3:nbo_charge:R:1 method="wB97M-V/def2-TZVPD" lumo_energy_ev="3.17 / 3.17" charge=-1
C -0.362 -1.146 0.285 0.756
C -0.371 0.518 0.478 -0.211
O -0.317 -1.315 -0.943 -0.697
O -0.411 -1.889 1.209 -0.667
S -1.688 1.343 0.568 0.063
S 1.340 1.787 -0.508 -0.372
H 1.810 0.701 -1.090 0.127


Version b
7
Properties=species:S:1:pos:R:3:nbo_charge:R:1 method="wB97M-V/def2-TZVPD" lumo_energy_ev="3.04 / 3.05" charge=-1
C -1.054 -0.227 -1.431 0.703
C 0.301 0.171 -1.029 -0.255
O -0.628 -1.386 -1.481 -0.584
O -2.077 0.441 -1.484 -0.651
S 1.638 0.312 2.641 -0.741
S 1.478 0.081 -0.048 0.418
H 0.343 0.608 2.831 0.110


Most stable = version a


Version a
15
Properties=species:S:1:pos:R:3:nbo_charge:R:1 method="wB97M-V/def2-TZVPD" lumo_energy_ev="-5.90 / -5.18" charge=+1
C -1.497 0.687 0.172 -0.156
C -0.353 0.554 -0.919 -0.071
C 0.323 -1.608 -0.222 0.073
C 1.581 0.230 0.675 -0.275
O -1.792 -0.546 0.449 -0.370
O 0.749 -0.329 -0.387 -0.328
H -1.490 1.227 1.106 0.206
H -2.314 1.057 -0.407 0.249
H -0.702 0.014 -1.801 0.245
H -0.097 1.574 -1.226 0.253
H 0.341 -1.938 0.755 0.219
H 0.083 -2.058 -1.208 0.233
H 2.493 -0.346 0.743 0.253
H 1.516 1.320 0.672 0.250
H 1.160 0.162 1.598 0.219


Version b
15
Properties=species:S:1:pos:R:3:nbo_charge:R:1 method="wB97M-V/def2-TZVPD" lumo_energy_ev=-5.68 charge=+1
C -2.203 -0.168 0.218 0.355
C 1.024 -0.604 1.054 -0.648
C 0.856 0.052 -1.471 -0.638
C 0.284 0.235 -0.050 0.580
O -0.037 1.547 0.302 -0.711
O -1.080 -0.501 -0.156 -0.366
H -2.861 -1.038 -0.074 0.222
H -2.594 0.872 0.606 0.247
H 0.321 -0.458 1.848 0.219
H 1.000 -1.649 0.871 0.251
H 2.027 -0.227 1.139 0.255
H 0.138 0.535 -2.109 0.234
H 0.898 -0.907 -1.813 0.240
H 1.810 0.383 -1.397 0.242
H 0.418 1.928 1.032 0.517


Most stable = version b